Computed, not measured: a cluster of 12 separate species, C42H117N9O15 in total in a non-equilibrium geometry, with the ωB97M-V functional and the def2-TZVPD basis.

```
183
Properties=species:S:1:pos:R:3
C -3.99 -1.03 3.85
O -2.61 -1.11 3.60
C -1.84 -1.85 4.53
C -1.45 -1.04 5.81
C -1.01 0.40 5.47
N -0.35 -1.74 6.50
H -4.46 -2.03 3.96
H -4.45 -0.55 3.02
H -4.24 -0.51 4.80
H -2.35 -2.81 4.79
H -0.91 -2.16 4.05
H -2.34 -0.85 6.51
H -0.16 0.41 4.77
H -0.72 0.92 6.40
H -1.81 0.96 5.02
H -0.70 -2.48 7.11
H 0.16 -1.18 7.20
C 3.11 0.92 3.76
O 2.50 2.10 3.32
C 3.05 2.45 2.05
C 2.36 3.70 1.51
C 2.80 3.91 0.04
N 2.83 4.84 2.40
H 2.51 0.61 4.62
H 4.14 1.11 4.06
H 2.99 0.12 3.06
H 4.14 2.65 2.11
H 3.15 1.66 1.30
H 1.29 3.44 1.50
H 2.44 3.12 -0.64
H 3.89 3.94 0.08
H 2.40 4.87 -0.34
H 2.16 5.64 2.35
H 2.85 4.48 3.35
C -7.05 0.47 3.06
O -6.25 1.45 2.44
C -6.26 2.74 3.13
C -5.02 3.49 2.76
C -3.84 2.69 2.96
N -4.96 4.83 3.38
H -6.94 -0.45 2.48
H -8.12 0.71 3.16
H -6.71 0.31 4.12
H -7.18 3.32 2.88
H -6.25 2.60 4.23
H -5.03 3.66 1.68
H -3.79 2.21 3.95
H -2.99 3.35 2.90
H -3.78 1.81 2.28
H -5.89 5.28 3.35
H -4.81 4.72 4.37
C 6.58 -6.90 -0.88
O 5.21 -7.09 -0.89
C 4.43 -5.93 -1.18
C 3.00 -6.25 -0.89
C 2.73 -6.62 0.56
N 2.60 -7.43 -1.76
H 6.98 -6.83 -1.91
H 7.07 -7.80 -0.53
H 6.83 -5.98 -0.28
H 4.70 -5.06 -0.56
H 4.51 -5.62 -2.27
H 2.53 -5.29 -1.19
H 3.16 -5.86 1.24
H 3.19 -7.60 0.80
H 1.66 -6.65 0.71
H 1.60 -7.51 -1.66
H 2.69 -7.12 -2.76
C 1.30 -2.36 0.36
O 1.68 -1.02 0.71
C 0.60 -0.40 1.40
C -0.58 0.05 0.48
C -0.11 0.84 -0.70
N -1.51 0.82 1.31
H 0.98 -2.97 1.24
H 2.13 -2.81 -0.14
H 0.47 -2.36 -0.33
H 0.15 -1.13 2.11
H 0.90 0.40 2.05
H -1.08 -0.90 0.15
H 0.65 1.55 -0.36
H -0.91 1.37 -1.16
H 0.40 0.13 -1.38
H -1.05 1.73 1.44
H -1.79 0.34 2.18
C -2.29 -3.31 1.60
O -1.92 -4.29 0.65
C -2.50 -4.07 -0.64
C -1.80 -5.14 -1.51
C -0.23 -4.96 -1.49
N -2.28 -5.18 -2.88
H -1.98 -3.68 2.60
H -3.40 -3.16 1.65
H -1.90 -2.29 1.36
H -3.59 -4.22 -0.62
H -2.23 -3.06 -1.01
H -1.94 -6.12 -1.03
H -0.04 -3.96 -1.92
H 0.27 -5.68 -2.13
H 0.17 -5.06 -0.46
H -3.31 -5.12 -2.96
H -1.83 -4.46 -3.39
C -0.81 5.78 1.52
O -1.17 4.47 1.19
C -1.29 4.24 -0.20
C -2.79 4.11 -0.63
C -2.83 4.11 -2.17
N -3.52 5.31 -0.15
H -0.90 5.87 2.62
H -1.41 6.50 0.99
H 0.26 5.98 1.27
H -0.78 5.04 -0.79
H -0.80 3.28 -0.38
H -3.20 3.17 -0.23
H -3.89 4.05 -2.53
H -2.35 3.22 -2.61
H -2.35 5.04 -2.42
H -3.69 5.31 0.86
H -4.42 5.36 -0.64
C 6.07 -2.09 2.40
O 6.02 -1.44 1.10
C 4.74 -0.92 0.79
C 4.87 -0.14 -0.55
C 5.86 0.99 -0.45
N 3.55 0.41 -1.02
H 7.12 -2.39 2.55
H 5.47 -2.96 2.41
H 5.86 -1.41 3.23
H 3.96 -1.65 0.71
H 4.37 -0.21 1.57
H 5.22 -0.85 -1.28
H 5.46 1.86 0.07
H 6.28 1.34 -1.39
H 6.59 0.58 0.23
H 2.75 0.25 -0.39
H 3.72 1.39 -1.21
C 3.69 4.77 -5.36
O 2.72 3.86 -4.93
C 1.47 4.42 -5.02
C 0.50 3.27 -4.61
C 0.79 2.89 -3.13
N 0.55 2.06 -5.44
H 3.74 5.62 -4.69
H 3.57 5.10 -6.40
H 4.67 4.24 -5.23
H 1.49 5.35 -4.40
H 1.32 4.76 -6.08
H -0.51 3.62 -4.67
H 0.40 1.94 -2.78
H 0.41 3.64 -2.45
H 1.91 2.84 -3.02
H 1.42 1.54 -5.32
H 0.42 2.25 -6.44
O -1.94 0.71 -5.19
C -2.41 0.26 -3.89
C -1.37 -0.70 -3.39
O -1.13 -1.93 -4.09
H -1.25 1.36 -5.10
H -2.55 1.04 -3.15
H -3.39 -0.21 -4.10
H -1.55 -0.93 -2.35
H -0.40 -0.17 -3.52
H -0.89 -1.81 -5.01
O -5.18 1.37 -0.30
C -5.63 0.14 -0.87
C -4.86 -1.02 -0.23
O -3.49 -0.90 -0.38
H -5.49 1.29 0.60
H -6.69 0.03 -0.61
H -5.47 0.22 -1.95
H -5.07 -1.97 -0.74
H -5.23 -1.17 0.79
H -3.22 -0.07 0.06
O 3.40 -1.89 -2.73
C 2.25 -2.13 -3.45
C 2.31 -1.49 -4.82
O 2.68 -0.17 -4.81
H 3.30 -0.96 -2.33
H 2.18 -3.21 -3.57
H 1.32 -1.78 -2.95
H 1.34 -1.57 -5.29
H 2.99 -2.04 -5.50
H 3.55 -0.18 -4.43
```

Values from the calculation:
gap between HOMO and LUMO	9.159	eV
E_tot	-89568.3992	eV
LUMO level	0.38	eV
spin multiplicity	1
energy relative to the best compared isomer or geometry (same formula, charge and spin)	20.93	kcal/mol
SMILES string	COC[C@H](C)N.COC[C@H](C)N.COC[C@H](C)N.COC[C@H](C)N.COC[C@H](C)N.COC[C@H](C)N.COC[C@H](C)N.COC[C@H](C)N.COC[C@H](C)N.OCCO.OCCO.OCCO

---

Computed, not measured: an isolated molecule of C7H10, with the ωB97M-V functional and the def2-TZVPD basis.

```
17
Properties=species:S:1:pos:R:3
C -1.74 0.59 -0.03
C -1.01 -0.73 -0.26
C 0.14 -1.13 0.65
C 0.74 0.02 1.39
C 1.33 0.88 0.55
C 1.28 0.40 -0.88
C 0.40 -0.83 -0.81
H -2.80 0.49 -0.28
H -1.68 0.90 1.02
H -1.31 1.39 -0.64
H -1.65 -1.55 -0.57
H 0.17 -2.13 1.06
H 0.58 0.19 2.45
H 1.74 1.84 0.83
H 0.89 1.17 -1.56
H 2.29 0.15 -1.25
H 0.59 -1.64 -1.51
```

Values from the calculation:
gap between HOMO and LUMO	9.990	eV
E_tot	-7419.8192	eV
LUMO level	1.16	eV
spin multiplicity	1
energy relative to the best compared isomer or geometry (same formula, charge and spin)	28.03	kcal/mol
SMILES string	C[C@@H]1[C@@H]2C=CC[C@H]12

---

Computed, not measured: a cluster of 2 separate species, C4H12N2O2 in total in a non-equilibrium geometry, with the ωB97M-V functional and the def2-TZVPD basis.

```
20
Properties=species:S:1:pos:R:3
C 1.72 0.66 -1.20
N 0.34 0.06 -1.44
C -0.67 1.09 -1.21
C 0.19 -1.00 -0.48
C 0.53 -0.58 0.99
N -0.28 -1.28 1.88
O 1.73 1.20 0.01
H 1.88 1.35 -2.05
H -0.47 1.90 -1.91
H -1.65 0.68 -1.46
H -0.66 1.48 -0.19
H -0.85 -1.32 -0.47
H 0.80 -1.85 -0.75
H 1.60 -0.68 1.19
H 0.33 0.54 0.99
H -1.64 -0.60 1.59
H 0.19 -1.36 2.78
H 2.42 -0.19 -1.33
H -3.13 -0.09 1.83
O -2.39 0.01 1.23
```

Values from the calculation:
gap between HOMO and LUMO	5.862	eV
E_tot	-11411.7078	eV
LUMO level	-3.09	eV
spin multiplicity	1
energy relative to the best compared isomer or geometry (same formula, charge and spin)	173.16	kcal/mol

---

Computed, not measured: a structure of composition C30H29CoN8O in a non-equilibrium geometry, with the ωB97M-V functional and the def2-TZVPD basis.

```
69
Properties=species:S:1:pos:R:3
Co -0.18 -0.11 -0.32
C -0.07 -3.90 2.13
C 0.68 -4.77 1.17
C 1.26 -4.27 0.07
C 1.17 -2.85 -0.31
N 0.39 -2.04 0.35
C -0.41 -2.58 1.41
N 2.00 -2.46 -1.33
C 2.18 -1.20 -1.64
N 1.51 -0.13 -1.13
C 2.18 1.02 -1.42
N 1.95 2.19 -0.87
C 1.09 2.33 0.17
C 0.87 3.69 0.68
C 0.09 3.98 1.73
C -0.62 2.93 2.52
C -0.47 1.58 1.79
N 0.50 1.31 0.76
C 3.24 0.70 -2.39
C 4.11 1.49 -3.11
C 4.99 0.85 -3.99
C 4.99 -0.54 -4.12
C 4.13 -1.33 -3.37
C 3.25 -0.69 -2.52
H 0.47 -3.84 3.07
H 0.82 -5.82 1.43
H 1.88 -4.89 -0.56
H -0.56 -1.79 2.15
H 1.43 4.47 0.19
H 0.02 5.01 2.08
H -0.30 2.97 3.57
H -0.48 0.75 2.50
H 4.11 2.56 -3.01
H 5.66 1.44 -4.59
H 5.68 -1.00 -4.81
H 4.12 -2.41 -3.46
C -2.17 2.79 2.36
C -2.90 2.09 3.47
C -3.27 0.80 3.40
C -2.99 -0.03 2.22
N -2.46 0.47 1.16
C -1.91 1.78 1.23
C -2.94 -1.52 2.25
C -2.73 -2.27 3.50
C -2.20 -3.50 3.51
C -1.61 -4.13 2.28
C -1.83 -3.17 1.08
N -2.78 -2.10 1.12
H -2.69 3.72 2.09
H -3.18 2.68 4.34
H -3.82 0.36 4.21
H -1.89 2.24 0.24
H -3.13 -1.85 4.42
H -2.21 -4.09 4.42
H -1.94 -5.17 2.17
H -1.85 -3.69 0.12
C 0.05 3.56 -3.48
C -1.04 2.92 -2.64
O -0.74 1.56 -2.28
H -0.22 4.60 -3.69
H 0.18 3.05 -4.44
H 1.00 3.54 -2.94
H -1.99 2.94 -3.18
H -1.16 3.47 -1.71
H -0.28 1.16 -3.03
N -1.53 -1.08 -1.63
H -1.20 -1.89 -2.13
H -1.97 -0.46 -2.30
H -2.26 -1.39 -0.97
```

Values from the calculation:
gap between HOMO and LUMO (spin up / spin down)	7.308 / 7.297	eV
E_tot	-83168.7068	eV
LUMO level (spin up / spin down)	-3.84 / -3.83	eV
spin multiplicity	4
energy relative to the best compared isomer or geometry (same formula, charge and spin)	118.97	kcal/mol
total charge	+1

---

Q: Which value of energy relative to the best compared isomer or geometry (same formula, charge and spin) does entry 3 give?
A: 173.16 kcal/mol

---

Q: Which of these has the highest energy relative to the best compared isomer or geometry (same formula, charge and spin)?
A: C4H12N2O2

---

Q: Which of these has the highest E_tot?
A: C7H10